No. 1
ORCA calculation (the ωB97M-V functional and the def2-TZVPD basis) on C37H42BrFGe2IrN3O2Se2 as an isolated structure in a non-equilibrium geometry.

The geometry in XYZ format:
```
91
Properties=species:S:1:pos:R:3
Ir -1.472 -0.738 0.962
Br 0.195 6.607 1.785
C -0.670 4.946 1.491
C 0.084 3.780 1.416
C -0.547 2.575 1.206
C -1.938 2.487 1.063
C -2.681 3.677 1.150
C -2.054 4.886 1.353
N -2.495 1.228 0.925
C -3.758 1.039 0.673
C -4.289 -0.285 0.770
C -5.665 -0.544 0.807
C -6.106 -1.822 1.081
C -5.163 -2.820 1.314
C -3.820 -2.509 1.221
N -3.376 -1.279 0.941
H 1.157 3.815 1.529
H 0.049 1.680 1.126
H -3.757 3.671 1.078
H -2.641 5.788 1.426
H -4.448 1.850 0.465
H -6.362 0.260 0.639
H -7.160 -2.045 1.127
H -5.467 -3.829 1.541
H -3.065 -3.271 1.367
C 0.533 1.242 5.114
Se -0.913 0.583 4.009
C -1.312 -1.072 5.007
C -0.256 -2.145 4.872
Se -0.190 -2.935 3.071
C 1.532 -3.804 3.265
H 0.419 0.856 6.122
H 0.470 2.327 5.122
H 1.494 0.938 4.694
H -2.292 -1.421 4.671
H -1.394 -0.763 6.052
H -0.455 -2.958 5.575
H 0.745 -1.751 5.059
H 1.523 -4.366 4.195
H 2.316 -3.048 3.282
H 1.668 -4.480 2.425
O 1.907 -0.493 3.054
N 0.784 -0.626 2.598
O 0.531 -0.303 1.373
C 3.862 -1.846 -2.208
Ge 2.390 -1.027 -3.303
C 3.152 -0.038 -4.869
C 1.064 -2.371 -3.984
Ge 0.946 0.383 -1.280
C 2.685 1.336 -0.809
C 3.235 2.117 -1.821
C 4.430 2.779 -1.603
C 5.074 2.669 -0.381
C 4.520 1.901 0.630
C 3.332 1.222 0.409
C 0.038 1.652 -2.609
C -0.081 2.974 -2.202
C -0.699 3.902 -3.022
C -1.193 3.512 -4.256
C -1.062 2.197 -4.673
C -0.463 1.262 -3.842
H 4.166 -2.771 -2.693
H 3.544 -2.070 -1.194
H 4.711 -1.169 -2.174
H 3.148 -0.738 -5.701
H 4.176 0.265 -4.673
H 2.568 0.832 -5.152
H 1.514 -3.357 -3.910
H 0.879 -2.147 -5.030
H 0.121 -2.382 -3.447
H 2.729 2.224 -2.773
H 4.855 3.382 -2.392
H 6.016 3.171 -0.225
H 5.008 1.825 1.588
H 2.916 0.617 1.200
H 0.320 3.286 -1.246
H -0.791 4.926 -2.693
H -1.684 4.233 -4.890
H -1.432 1.897 -5.643
H -0.378 0.231 -4.162
F 0.172 -5.599 -2.483
C -0.190 -4.535 -1.758
C -1.463 -4.010 -1.906
C -1.816 -2.883 -1.181
C -0.930 -2.282 -0.283
C 0.355 -2.832 -0.185
C 0.732 -3.952 -0.907
H -2.159 -4.477 -2.582
H -2.806 -2.480 -1.337
H 1.102 -2.383 0.456
H 1.725 -4.369 -0.822
```

Values from the calculation:
Net charge: +2
HOMO level (alpha / beta), eV: -12.370 / -13.010
Spin multiplicity: 5
Strongest force on any atom, eV/Å: 2.0

Mulliken population analysis, charges in e, atoms 1 to 4: 0.315, -0.116, -0.346, -0.980

=====

No. 2
ORCA calculation (the ωB97M-V functional and the def2-TZVPD basis) on a 5-piece molecular cluster, C28H26F2IN5O11S overall in a non-equilibrium geometry.

The geometry in XYZ format:
```
74
Properties=species:S:1:pos:R:3
O 1.840 1.081 -0.734
C 1.471 1.678 -1.676
I 2.813 2.403 -3.173
C 0.006 1.950 -1.979
N -0.791 1.799 -0.756
C -1.919 0.852 -0.851
C -3.141 1.299 -1.612
F -2.799 1.648 -2.916
S -1.093 3.267 -0.101
O -1.994 4.054 -0.868
O 0.135 3.842 0.323
F -1.848 2.742 1.140
H -0.108 2.926 -2.444
H -0.288 1.184 -2.690
H -2.238 0.525 0.136
H -1.511 -0.036 -1.328
H -3.630 2.150 -1.144
H -3.858 0.479 -1.653
O 5.380 -2.872 3.340
N 4.716 -2.321 4.199
O 4.568 -2.734 5.328
C 4.000 -1.102 3.800
C 4.123 -0.668 2.494
C 3.389 0.430 2.085
C 2.556 1.085 2.982
C 2.470 0.650 4.299
C 3.194 -0.456 4.718
H 4.764 -1.189 1.799
H 3.458 0.774 1.063
H 1.975 1.936 2.651
H 1.825 1.163 4.999
H 3.118 -0.815 5.732
O -0.223 -6.616 -0.698
N 0.512 -5.662 -0.555
O 0.434 -4.631 -1.196
C 1.565 -5.753 0.471
C 1.690 -6.920 1.202
C 2.686 -7.000 2.162
C 3.535 -5.922 2.380
C 3.390 -4.759 1.636
C 2.399 -4.670 0.672
H 1.022 -7.751 1.029
H 2.799 -7.905 2.742
H 4.313 -5.985 3.130
H 4.046 -3.920 1.809
H 2.277 -3.769 0.090
O -2.815 -1.859 0.771
N -3.721 -2.426 0.189
O -4.900 -2.241 0.400
C -3.342 -3.405 -0.842
C -1.999 -3.661 -1.055
C -1.642 -4.601 -2.007
C -2.626 -5.263 -2.731
C -3.968 -4.985 -2.507
C -4.336 -4.050 -1.553
H -1.243 -3.144 -0.483
H -0.597 -4.820 -2.177
H -2.344 -6.000 -3.470
H -4.731 -5.502 -3.072
H -5.377 -3.831 -1.367
O 0.725 7.165 -3.867
N 0.519 6.817 -2.723
O 1.156 5.974 -2.127
C -0.592 7.456 -1.998
C -1.361 8.403 -2.647
C -2.415 8.984 -1.963
C -2.682 8.614 -0.651
C -1.893 7.664 -0.017
C -0.836 7.075 -0.692
H -1.143 8.682 -3.667
H -3.031 9.724 -2.454
H -3.510 9.066 -0.122
H -2.102 7.376 1.004
H -0.220 6.330 -0.212
```

Values from the calculation:
Net charge: 0
SMILES: O=C(I)CN(CCF)S(=O)(=O)F.O=[N+]([O-])c1ccccc1.O=[N+]([O-])c1ccccc1.O=[N+]([O-])c1ccccc1.O=[N+]([O-])c1ccccc1
HOMO level, eV: -9.623
Strongest force on any atom, eV/Å: 5.2

Mulliken population analysis, charges in e, atoms 1 to 4: -0.414, 0.271, 0.022, -1.027

=====

No. 3
ORCA calculation (the ωB97M-V functional and the def2-TZVPD basis) on a 7-piece molecular cluster, C30H39Cl12F3N5O2 overall in a non-equilibrium geometry.

The geometry in XYZ format:
```
91
Properties=species:S:1:pos:R:3
C -0.231 5.215 -0.217
C 1.271 5.341 -0.218
O 1.788 6.385 -0.543
N 2.114 4.259 0.118
C 3.302 4.081 -0.738
C 1.554 3.076 0.653
C 1.703 2.894 2.057
C 2.420 3.932 2.905
N 3.102 3.288 4.024
N 1.254 1.854 2.703
N 0.602 0.942 1.982
C 0.153 -0.188 2.799
C -1.014 -0.077 3.531
C -1.320 -1.188 4.317
C -0.437 -2.266 4.271
N 0.676 -2.360 3.547
C 0.987 -1.289 2.818
C 0.392 0.981 0.669
C -0.361 -0.138 0.036
C -1.930 -0.026 0.172
C -2.450 1.342 0.574
O -2.467 -0.253 -1.113
C -2.467 -1.624 -1.516
C -1.779 -1.773 -2.844
C -1.044 -2.908 -3.144
C -0.392 -3.046 -4.353
C -0.474 -2.044 -5.301
C -1.217 -0.909 -5.012
C -1.870 -0.778 -3.805
C 0.873 2.101 -0.055
C 0.661 2.152 -1.562
F 1.403 1.174 -2.122
F -0.607 1.932 -1.916
F 1.036 3.300 -2.128
H -0.606 5.447 -1.210
H -0.636 5.964 0.462
H -0.622 4.251 0.101
H 3.585 3.032 -0.785
H 3.136 4.475 -1.735
H 4.147 4.623 -0.314
H 1.708 4.695 3.222
H 3.158 4.439 2.289
H 4.097 3.436 3.954
H 2.782 3.636 4.916
H -1.631 0.809 3.521
H -2.205 -1.195 4.936
H -0.670 -3.128 4.892
H 1.910 -1.323 2.237
H -0.006 -1.098 0.406
H -0.187 -0.155 -1.033
H -2.309 -0.804 0.839
H -3.525 1.339 0.411
H -2.044 2.128 -0.060
H -2.238 1.598 1.611
H -3.515 -1.914 -1.645
H -2.034 -2.294 -0.769
H -0.978 -3.711 -2.418
H 0.176 -3.945 -4.552
H 0.033 -2.124 -6.252
H -1.286 -0.143 -5.773
H -2.451 0.116 -3.624
C -6.172 -1.123 -3.405
Cl -5.721 -0.690 -1.746
Cl -5.207 -2.465 -4.024
H -7.215 -1.416 -3.410
H -6.014 -0.259 -4.039
C 2.214 4.314 -5.075
Cl 3.472 3.271 -5.747
Cl 0.976 4.719 -6.266
H 1.741 3.791 -4.255
H 2.674 5.232 -4.727
C -0.084 -7.515 -5.335
Cl -1.628 -6.873 -5.899
Cl 1.008 -6.225 -4.802
H -0.267 -8.175 -4.496
H 0.390 -8.050 -6.148
C 1.140 1.027 6.279
Cl 1.188 2.707 6.842
Cl 1.256 -0.117 7.617
H 0.190 0.846 5.794
H 1.956 0.872 5.583
C -0.878 -5.904 6.878
Cl -0.070 -6.616 5.482
Cl -1.196 -4.173 6.634
H -1.825 -6.406 7.030
H -0.242 -6.012 7.747
C 3.163 -3.347 -0.210
Cl 3.478 -2.125 1.039
Cl 1.452 -3.434 -0.636
H 3.726 -3.081 -1.096
H 3.478 -4.309 0.174
```

Values from the calculation:
Net charge: +1
HOMO level, eV: -10.991
Strongest force on any atom, eV/Å: 1.2

Mulliken population analysis, charges in e, atoms 1 to 4: -0.867, 0.637, -0.578, 0.181

=====

No. 4
ORCA calculation (the ωB97M-V functional and the def2-TZVPD basis) on a 4-piece molecular cluster, C16H18Cl4N2O4 overall in a non-equilibrium geometry.

The geometry in XYZ format:
```
44
Properties=species:S:1:pos:R:3
O -0.882 0.064 -1.393
N -0.196 -0.104 -2.375
O -0.223 -1.219 -2.906
C 0.567 1.055 -2.920
C 0.881 2.135 -2.087
C 1.593 3.241 -2.613
C 2.051 3.148 -3.914
C 1.646 2.171 -4.798
C 0.957 1.049 -4.251
H 0.659 2.046 -1.034
H 2.006 4.108 -2.117
H 2.588 3.945 -4.407
H 1.841 2.168 -5.861
H 0.834 0.177 -4.876
O -0.194 2.319 2.039
N -0.385 1.522 2.935
O 0.365 1.596 3.944
C -1.366 0.466 2.793
C -2.111 0.312 1.604
C -3.179 -0.651 1.570
C -3.388 -1.485 2.650
C -2.554 -1.356 3.745
C -1.616 -0.387 3.868
H -1.914 0.876 0.705
H -3.854 -0.694 0.727
H -4.201 -2.192 2.585
H -2.700 -2.105 4.509
H -1.036 -0.425 4.779
Cl 4.485 1.668 2.557
C 3.928 0.282 1.456
C 2.405 0.533 1.229
Cl 1.815 -0.747 0.099
H 4.063 -0.728 1.842
H 4.328 0.406 0.450
H 2.167 1.480 0.745
H 1.829 0.516 2.155
Cl -3.329 -3.985 -0.017
C -2.068 -2.988 -0.803
C -0.682 -3.064 -0.111
Cl -0.050 -4.753 0.097
H -2.208 -1.931 -1.030
H -2.019 -3.390 -1.815
H -0.873 -2.661 0.883
H 0.022 -2.420 -0.638
```

Values from the calculation:
Net charge: 0
SMILES: O=[N+]([O-])c1ccccc1.O=[N+]([O-])c1ccccc1.ClCCCl.ClCCCl
HOMO level, eV: -10.131
Strongest force on any atom, eV/Å: 3.6

Mulliken population analysis, charges in e, atoms 1 to 4: -0.354, 0.879, -0.592, -0.106

=====

No. 5
ORCA calculation (the ωB97M-V functional and the def2-TZVPD basis) on C52H46O8P2Pd as an isolated structure in a non-equilibrium geometry.

The geometry in XYZ format:
```
109
Properties=species:S:1:pos:R:3
C -4.002 3.060 2.888
C -3.679 4.074 1.983
C -3.432 3.768 0.642
C -3.460 2.432 0.262
O -2.938 2.059 -0.998
P -1.375 2.178 -1.434
O -1.472 1.876 -3.027
C -2.612 1.606 -3.805
C -2.894 2.460 -4.872
C -4.036 2.207 -5.639
C -4.853 1.112 -5.345
C -4.525 0.252 -4.293
C -3.388 0.490 -3.516
O -1.123 3.790 -1.371
C -0.546 4.614 -2.334
C -1.049 5.912 -2.379
C -0.602 6.760 -3.391
C 0.360 6.313 -4.302
C 0.894 5.026 -4.195
C 0.445 4.157 -3.193
Pd 0.125 1.119 -0.126
P -0.594 -0.632 1.133
O -1.349 -0.116 2.488
C -1.894 -0.822 3.574
C -1.544 -0.393 4.848
C -1.919 -1.182 5.934
C -2.698 -2.326 5.731
C -3.115 -2.680 4.447
C -2.741 -1.900 3.350
O -1.593 -1.742 0.452
C -1.266 -3.084 0.180
C -2.124 -4.070 0.660
C -1.685 -5.397 0.632
C -0.450 -5.718 0.064
C 0.341 -4.718 -0.513
C -0.078 -3.386 -0.473
O 0.547 -1.622 1.745
C 1.098 -1.610 3.031
C 1.094 -2.819 3.722
C 1.522 -2.814 5.052
C 1.980 -1.630 5.632
C 2.040 -0.449 4.888
C 1.613 -0.435 3.558
C 2.177 1.582 0.162
C 2.114 3.060 0.447
C 1.566 3.521 1.665
C 1.435 4.888 1.924
C 1.847 5.822 0.969
C 2.397 5.381 -0.239
C 2.556 4.014 -0.489
C 2.359 0.972 -1.130
C 2.452 -0.442 -1.346
C -3.844 1.410 1.126
C -4.099 1.736 2.458
H -4.184 3.297 3.939
H -3.609 5.113 2.303
H -3.186 4.546 -0.078
H -2.225 3.297 -5.081
H -4.278 2.872 -6.467
H -5.745 0.921 -5.946
H -5.139 -0.618 -4.061
H -3.096 -0.184 -2.711
H -1.787 6.208 -1.634
H -1.016 7.765 -3.455
H 0.703 6.980 -5.097
H 1.660 4.674 -4.886
H 0.875 3.161 -3.074
H -0.954 0.516 4.956
H -1.594 -0.894 6.933
H -2.982 -2.943 6.587
H -3.733 -3.559 4.269
H -3.080 -2.123 2.341
H -3.097 -3.799 1.066
H -2.318 -6.177 1.059
H -0.103 -6.756 0.056
H 1.288 -4.954 -1.000
H 0.508 -2.596 -0.938
H 0.743 -3.716 3.211
H 1.495 -3.745 5.619
H 2.300 -1.626 6.677
H 2.419 0.476 5.327
H 1.671 0.460 2.935
H 2.416 0.960 1.032
H 1.228 2.792 2.406
H 1.022 5.226 2.878
H 1.732 6.891 1.157
H 2.719 6.104 -0.993
H 3.026 3.661 -1.408
H 2.435 1.630 -1.993
H 2.303 -1.058 -0.448
H 2.041 -0.817 -2.286
H -3.887 0.382 0.769
H -4.370 0.939 3.152
C 4.060 -7.484 -3.296
O 3.594 -6.121 -3.341
C 4.201 -5.185 -2.543
C 5.227 -5.514 -1.621
C 5.798 -4.501 -0.847
C 5.380 -3.191 -0.952
C 4.320 -2.807 -1.848
O 3.985 -1.558 -1.881
C 3.760 -3.853 -2.662
H 3.460 -8.002 -4.044
H 5.124 -7.556 -3.554
H 3.894 -7.931 -2.308
H 5.566 -6.545 -1.504
H 6.602 -4.731 -0.147
H 5.836 -2.378 -0.390
H 3.014 -3.613 -3.416
```

Values from the calculation:
Net charge: 0
HOMO level, eV: -6.813
Strongest force on any atom, eV/Å: 2.7

Mulliken population analysis, charges in e, atoms 1 to 4: -0.766, -0.481, -0.349, 0.049

=====

No. 6
ORCA calculation (the ωB97M-V functional and the def2-TZVPD basis) on a 9-piece molecular cluster, C18H52F6O8P overall in a non-equilibrium geometry.

The geometry in XYZ format:
```
85
Properties=species:S:1:pos:R:3
P -0.624 0.511 0.241
F -0.405 1.548 1.442
F -2.087 0.101 0.791
F -1.257 1.619 -0.745
F -0.756 -0.552 -0.978
F 0.892 0.835 -0.230
F -0.030 -0.721 1.166
C -3.100 -2.927 1.538
O -2.244 -2.874 0.416
H -3.648 -1.982 1.623
H -3.852 -3.707 1.419
H -2.575 -3.107 2.480
H -1.700 -2.081 0.477
C -4.364 0.860 -1.396
O -4.369 1.587 -0.157
H -4.335 -0.204 -1.141
H -5.311 1.034 -1.903
H -3.486 1.073 -2.006
H -3.569 1.262 0.271
C -1.525 1.781 -4.138
O -1.217 0.500 -3.643
H -0.615 2.333 -4.417
H -2.135 1.698 -5.038
H -2.043 2.431 -3.425
H -0.976 0.600 -2.714
C 2.231 -2.229 -1.441
C 3.465 -1.342 -1.546
C 4.400 -1.875 -2.623
O 3.154 -0.002 -1.843
H 1.610 -2.007 -0.573
H 2.565 -3.258 -1.273
H 1.640 -2.206 -2.357
H 4.041 -1.485 -0.618
H 4.774 -2.868 -2.367
H 5.261 -1.219 -2.769
H 3.904 -1.981 -3.594
H 2.551 0.312 -1.158
C 0.370 -1.719 4.528
C 1.818 -1.847 4.067
C 2.543 -3.018 4.693
O 1.855 -2.037 2.655
H -0.191 -2.617 4.267
H -0.123 -0.863 4.061
H 0.340 -1.506 5.601
H 2.340 -0.917 4.327
H 2.597 -2.970 5.781
H 3.556 -3.082 4.293
H 2.027 -3.941 4.417
H 1.163 -1.475 2.277
C 3.304 3.045 1.936
C 3.054 1.777 2.750
C 4.017 1.593 3.904
O 1.752 1.863 3.332
H 2.792 3.004 0.974
H 4.368 3.168 1.696
H 3.060 3.936 2.515
H 3.127 0.908 2.085
H 3.941 0.579 4.301
H 3.752 2.271 4.717
H 5.056 1.771 3.626
H 1.109 1.908 2.614
C -1.201 4.978 -1.448
C -0.009 5.051 -0.494
C -0.442 4.965 0.956
O 0.869 3.954 -0.796
H -1.838 4.136 -1.159
H -0.878 4.716 -2.457
H -1.815 5.880 -1.478
H 0.618 5.913 -0.724
H -1.059 4.074 1.099
H -1.069 5.815 1.238
H 0.416 4.872 1.622
H 0.454 3.132 -0.508
C -2.417 -4.329 -2.977
C -2.824 -2.857 -3.021
C -3.563 -2.502 -4.294
O -3.738 -2.603 -1.942
H -3.253 -4.939 -3.331
H -2.118 -4.641 -1.977
H -1.582 -4.541 -3.654
H -1.943 -2.221 -2.890
H -2.950 -2.779 -5.156
H -3.823 -1.447 -4.301
H -4.479 -3.094 -4.364
H -3.246 -2.822 -1.130
```

Values from the calculation:
Net charge: -1
HOMO level, eV: -7.109
Strongest force on any atom, eV/Å: 1.8

Mulliken population analysis, charges in e, atoms 1 to 4: 1.810, -0.527, -0.537, -0.246